Molecular formula: C4H12NOS
Method: DFT, ωB97M-V/def2-TZVPD

Its HOMO-LUMO gap (spin up / spin down) is 8.593 / 7.803 eV. For the HOMO energy (spin up / spin down), the calculation gives -0.4363 / -0.5435 Eh. The multiplicity is 3. As for the largest force on an atom: 6.1 eV/Å. As for the net charge: +1. Its expectation value of S² is 2.010.

Geometry as XYZ:
```
19
Properties=species:S:1:pos:R:3:forces:R:3:mulliken_charge:R:1
C 1.628687 -0.526711 0.912095 -1.8 -0.4 0.9 -0.914
C 0.137595 0.297454 -1.566078 3.2 -3.5 3.9 -0.788
C 1.039196 0.896967 0.691649 0.9 -1.3 -0.2 -0.709
C -1.276348 0.085956 0.640708 -1.1 1.2 2.0 -0.405
N -0.216524 0.793851 -0.157185 -0.3 0.0 0.4 -0.091
O -0.957546 -1.873448 -0.173995 0.2 -1.6 -1.1 -0.360
S -3.006111 0.351940 0.314558 2.4 0.0 -1.9 -0.011
H 2.355542 -0.599094 0.204360 2.2 -0.5 -2.2 0.479
H 2.235383 -0.662749 1.840088 -1.3 0.1 -0.3 0.317
H 0.908234 -1.350359 0.605520 0.9 1.0 1.3 0.262
H 1.284858 0.161860 -1.515122 -2.1 0.3 -0.8 0.245
H -0.343646 -0.651949 -1.545370 0.3 -0.9 -0.7 0.407
H -0.250416 0.806686 -2.335227 -1.1 2.7 -2.5 0.415
H 1.867464 1.399392 0.178106 -0.9 0.7 -0.1 0.398
H 0.797724 1.366144 1.609175 -0.4 0.6 0.7 0.467
H -1.092246 -0.462051 1.632164 0.4 1.5 -1.9 0.333
H -0.618677 1.675604 -0.422614 0.0 1.1 0.9 0.422
H -1.779388 -2.250930 0.143594 -0.7 -0.6 0.3 0.343
H -2.713772 0.541441 -1.056417 -0.9 -0.2 1.3 0.190
```
Forces are in eV/Å.



Molecular formula: ClH2OPS
Method: DFT, ωB97M-V/def2-TZVPD

Its HOMO-LUMO gap is 9.251 eV. For the HOMO energy, the calculation gives -0.3590 Eh. Its SMILES is O=PS.Cl. As for the largest force on an atom: 4.8 eV/Å. As for the net charge: 0.

Geometry as XYZ:
```
6
Properties=species:S:1:pos:R:3:forces:R:3:mulliken_charge:R:1
O 2.521096 -1.985039 0.811147 0.0 0.0 0.1 -0.417
P 1.199502 -1.980849 0.166517 0.4 -0.5 0.2 0.427
S 0.793588 -0.085995 -0.562978 -0.6 -0.3 -0.7 -0.194
Cl -2.618795 0.166846 -0.659373 2.1 -2.4 3.3 -0.201
H -3.205629 0.769911 -1.472053 -2.4 2.4 -3.3 0.215
H -0.241545 -0.698474 -1.234521 0.6 0.7 0.4 0.169
```
Forces are in eV/Å.



Here are the calculated ΔE to the lowest compared entry with this formula, charge and spin numbers, same order: 239.8, 137.1 (kJ/mol).
Here are the calculated electronic energy numbers, same order: -18702.1897, -34726.5644 (eV).